(1)
A 9-piece molecular cluster, H18O9 overall, computed with the ωB97M-V functional and the def2-TZVPD basis.

```
! wB97M-V def2-TZVPD RIJCOSX def2/J DEFGRID3
* xyz 0 1
O -0.099 0.245 -0.342
H -0.134 0.515 -1.267
H 0.304 -0.566 -0.431
O 2.148 -1.948 2.761
H 1.820 -2.854 2.856
H 2.022 -1.900 1.843
O -4.220 0.485 -0.225
H -4.831 -0.060 0.239
H -3.337 0.252 0.245
O 0.260 2.879 2.865
H 0.117 3.748 3.112
H 0.057 2.246 3.631
O -1.076 2.448 -4.176
H -1.075 2.721 -5.089
H -0.205 2.654 -3.815
O 0.574 -0.134 3.806
H -0.325 0.265 3.706
H 1.001 -0.151 2.942
O 4.269 -3.071 -1.737
H 3.498 -2.720 -2.192
H 4.324 -2.384 -1.141
O -3.745 0.171 3.352
H -3.092 0.197 2.669
H -4.456 -0.352 2.815
O 2.058 -0.507 -5.450
H 1.519 -1.185 -4.957
H 2.624 -0.994 -6.020
*
```

Values from the calculation:
E ... -18717.8287 eV
Structure (SMILES) ... O.O.O.O.O.O.O.O.O



(2)
A 9-piece molecular cluster, H18O9 overall, computed with the ωB97M-V functional and the def2-TZVPD basis.

```
! wB97M-V def2-TZVPD RIJCOSX def2/J DEFGRID3
* xyz 0 1
O -1.235 3.590 3.002
H -0.336 3.310 2.836
H -1.766 3.136 2.318
O 1.325 1.462 2.427
H 0.978 0.595 2.115
H 2.202 1.216 2.689
O -0.922 -2.309 0.970
H -0.733 -3.240 1.293
H -0.790 -2.187 0.040
O -3.403 -1.010 -1.656
H -3.180 -0.248 -2.164
H -4.238 -0.698 -1.249
O 0.038 2.536 0.415
H 0.548 2.374 -0.365
H 0.539 2.622 1.234
O -2.627 1.992 -2.608
H -2.867 2.588 -1.901
H -1.836 1.523 -2.376
O 1.361 -1.140 1.747
H 2.224 -1.334 1.370
H 0.720 -1.561 1.097
O 2.905 -0.856 -2.500
H 3.216 -0.329 -3.238
H 2.369 -0.381 -1.871
O 1.938 -4.042 -0.850
H 1.189 -4.233 -1.411
H 2.379 -3.374 -1.364
*
```

Values from the calculation:
E ... -18719.2429 eV
Structure (SMILES) ... O.O.O.O.O.O.O.O.O



(3)
A 9-piece molecular cluster, H18O9 overall, computed with the ωB97M-V functional and the def2-TZVPD basis.

```
! wB97M-V def2-TZVPD RIJCOSX def2/J DEFGRID3
* xyz 0 1
O 2.638 -3.378 -4.081
H 1.783 -2.949 -4.108
H 2.536 -4.152 -4.635
O -3.929 5.064 0.170
H -3.616 5.966 0.249
H -3.256 4.622 -0.347
O -0.719 0.118 0.396
H -0.826 0.752 1.105
H 0.178 -0.200 0.492
O -2.167 2.107 4.301
H -2.510 1.282 4.644
H -1.388 2.281 4.830
O 4.538 0.576 -3.916
H 4.341 0.836 -3.016
H 4.347 -0.362 -3.942
O 4.258 2.781 0.128
H 3.800 2.654 0.958
H 5.127 3.096 0.378
O -3.534 -3.375 -1.221
H -3.146 -2.689 -0.679
H -3.338 -3.111 -2.120
O 4.070 -2.642 0.505
H 3.718 -2.702 -0.383
H 4.980 -2.928 0.422
O -5.848 -1.474 3.559
H -5.296 -0.956 2.974
H -6.742 -1.216 3.337
*
```

Values from the calculation:
E ... -18719.0103 eV
Structure (SMILES) ... O.O.O.O.O.O.O.O.O



(4)
A 9-piece molecular cluster, H18O9 overall, computed with the ωB97M-V functional and the def2-TZVPD basis.

```
! wB97M-V def2-TZVPD RIJCOSX def2/J DEFGRID3
* xyz 0 1
O 0.431 -0.660 -1.028
H -0.199 -0.418 -1.717
H 0.076 -0.250 -0.232
O 1.079 -1.427 -6.711
H 1.557 -0.628 -6.961
H 0.448 -1.125 -6.049
O -0.860 -0.180 1.508
H -1.470 0.001 0.784
H -0.800 0.659 1.979
O 0.814 3.360 3.344
H 0.800 2.418 3.140
H 1.653 3.490 3.799
O 2.683 1.610 1.288
H 1.791 1.699 0.933
H 3.162 1.132 0.602
O -1.180 1.589 -1.695
H -0.801 1.349 -2.548
H -1.213 2.552 -1.716
O 1.456 -1.038 2.507
H 0.899 -0.975 3.292
H 0.841 -0.925 1.774
O -3.018 -0.250 -1.916
H -3.142 -0.872 -1.190
H -3.881 0.168 -2.017
O -0.052 -3.724 3.168
H -0.102 -3.944 2.231
H -0.972 -3.613 3.432
*
```

Values from the calculation:
E ... -18718.7996 eV
Structure (SMILES) ... O.O.O.O.O.O.O.O.O



(5)
A 9-piece molecular cluster, H18O9 overall, computed with the ωB97M-V functional and the def2-TZVPD basis.

```
! wB97M-V def2-TZVPD RIJCOSX def2/J DEFGRID3
* xyz 0 1
O 1.329 -1.197 -1.885
H 0.631 -0.671 -2.334
H 0.837 -1.802 -1.279
O -0.115 -1.729 2.819
H 0.053 -2.042 1.951
H 0.460 -2.313 3.384
O 0.581 0.792 2.300
H 1.188 0.712 1.523
H 0.494 -0.142 2.641
O -0.075 -2.686 0.128
H -0.680 -1.970 -0.157
H -0.411 -3.461 -0.365
O -1.448 -0.581 -0.783
H -1.459 0.122 -0.126
H -1.108 -0.220 -1.648
O -1.582 1.438 1.096
H -2.390 1.664 1.579
H -0.839 1.262 1.723
O 0.016 2.801 -0.691
H 0.768 2.219 -0.476
H -0.717 2.564 -0.023
O 1.729 0.651 -0.167
H 1.722 -0.057 -0.853
H 2.580 1.065 -0.218
O -0.282 0.891 -2.759
H -1.048 1.013 -3.244
H -0.235 1.677 -2.136
*
```

Values from the calculation:
E ... -18721.5047 eV
Structure (SMILES) ... O.O.O.O.O.O.O.O.O



(6)
A 9-piece molecular cluster, H18O9 overall, computed with the ωB97M-V functional and the def2-TZVPD basis.

```
! wB97M-V def2-TZVPD RIJCOSX def2/J DEFGRID3
* xyz 0 1
O -2.438 -0.815 2.108
H -1.768 -1.087 1.339
H -3.048 -1.545 1.980
O 2.876 0.977 0.978
H 3.479 0.258 0.675
H 2.394 0.311 1.540
O 0.205 2.208 2.355
H -0.592 2.085 2.781
H -0.115 2.893 1.851
O -0.742 -3.545 -1.290
H -0.228 -2.815 -1.301
H -0.986 -3.491 -0.283
O 1.658 2.536 -1.042
H 2.028 1.878 -0.393
H 1.679 2.378 -1.965
O 0.980 -1.531 -1.054
H 1.447 -2.265 -0.440
H 1.673 -1.635 -1.752
O -2.875 1.850 0.926
H -2.270 1.870 0.075
H -2.354 1.147 1.250
O -0.757 -1.028 -3.342
H -0.364 -0.589 -4.062
H 0.093 -0.737 -2.742
O -0.372 0.230 0.567
H 0.150 0.812 1.106
H 0.246 -0.352 0.136
*
```

Values from the calculation:
E ... -18717.2933 eV
Structure (SMILES) ... O.O.O.O.O.O.O.O.O



(7)
A 9-piece molecular cluster, H19O9 overall, computed with the ωB97M-V functional and the def2-TZVPD basis.

```
! wB97M-V def2-TZVPD RIJCOSX def2/J DEFGRID3
* xyz 2 2
O -0.226 -3.136 1.093
H -0.156 0.341 -3.124
H 2.466 2.134 0.213
O -1.360 3.624 -1.335
H -1.211 3.001 -0.553
O 1.708 0.252 -3.441
H -1.584 -0.899 0.086
H 2.348 0.765 -2.984
O -2.562 0.133 -0.124
H 2.033 -0.041 -4.221
H -2.200 4.106 -1.171
O -1.820 -0.835 3.717
H -1.034 1.406 -2.524
H -1.032 -1.174 4.438
O -0.829 0.409 -2.274
H -3.357 -0.145 0.465
H -1.839 0.048 3.999
O 3.090 -1.557 1.097
H 0.029 -2.888 2.136
H 3.330 -2.422 1.421
O -0.484 -0.780 -0.043
H -2.246 1.079 -0.053
H 3.955 -1.113 0.990
O 2.191 1.820 1.169
H -0.246 -0.946 -0.976
H -0.233 -1.593 0.610
H 0.559 -3.575 0.652
H 2.752 2.465 1.729
*
```

Values from the calculation:
E ... -18712.5373 eV
⟨S²⟩ ... 0.757



(8)
A 2-piece molecular cluster, H2 overall, computed with the ωB97M-V functional and the def2-TZVPD basis.

```
! wB97M-V def2-TZVPD RIJCOSX def2/J DEFGRID3
* xyz 0 1
H 0.000 0.000 1.211
H 0.000 0.000 -1.211
*
```

Values from the calculation:
E ... -25.4781 eV



Table of energy relative to the best compared isomer or geometry (same formula, charge and spin) (kcal/mol), in record order: 99.3, 66.7, 72.1, 76.9, 14.5, 111.7, 63.1, 140.9